Record 1
{
  "formula": "C34H69BBrClF3N2O10Si",
  "method": "wB97M-V/def2-TZVPD",
  "symbols": ["C", "C", "C", "Br", "C", "C", "N", "O", "B", "F", "C", "N", "O", "C", "Cl", "C", "F", "F", "C", "C", "Si", "C", "C", "C", "C", "C", "C", "C", "C", "H", "H", "H", "H", "H", "H", "H", "H", "H", "H", "H", "H", "H", "H", "H", "H", "H", "H", "H", "H", "H", "H", "H", "H", "H", "H", "H", "H", "H", "C", "O", "C", "C", "O", "C", "H", "H", "H", "H", "H", "H", "H", "H", "H", "H", "C", "O", "C", "C", "O", "C", "H", "H", "H", "H", "H", "H", "H", "H", "H", "H", "C", "O", "C", "C", "O", "C", "H", "H", "H", "H", "H", "H", "H", "H", "H", "H", "C", "O", "C", "C", "O", "C", "H", "H", "H", "H", "H", "H", "H", "H", "H", "H"],
  "positions_angstrom": [[2.53314, 1.31521, 3.80690], [1.66405, 0.17256, 3.02713], [0.54135, 0.83864, 2.10795], [-0.78530, 1.67327, 3.39282], [-0.30863, -0.15252, 1.18477], [-0.56745, 0.77127, -0.14189], [-1.48763, 1.92314, 0.12976], [-1.54496, -0.59889, 1.74629], [-2.15369, -1.68970, 0.92285], [-2.46874, -2.79960, 1.81873], [-3.38363, -1.17189, -0.06611], [-4.67960, -1.63927, 0.57628], [-0.95630, -2.10236, 0.12246], [0.30203, -1.52478, 0.59364], [1.24626, -1.47981, -1.01800], [0.84366, -2.69569, 1.56107], [0.30525, -3.93588, 1.03055], [0.36084, -2.62714, 2.90273], [2.45629, -2.92303, 1.48986], [2.87430, -4.10962, 0.47750], [4.76593, -4.09750, 0.04888], [5.16175, -5.03381, -1.57743], [5.72636, -5.05341, 1.44692], [5.51243, -2.30548, 0.09452], [6.70583, -1.93732, 1.00696], [7.24537, -0.46142, 1.04925], [6.62097, 0.67383, 0.21619], [5.44299, 0.32422, -0.73280], [4.90922, -1.13595, -0.77185], [3.25429, 1.79745, 3.06736], [1.88321, 2.04480, 4.39015], [3.15139, 0.73931, 4.59869], [2.41394, -0.35543, 2.35058], [1.21238, -0.47378, 3.84743], [1.01125, 1.72182, 1.54509], [-1.00915, 0.18429, -1.01378], [0.44160, 1.22623, -0.48034], [-2.27243, 1.61912, 0.72726], [-1.91498, 2.19828, -0.76989], [-3.43984, -0.03340, -0.14464], [-3.25946, -1.56851, -1.14138], [-4.63785, -1.33555, 1.56062], [-4.69348, -2.67417, 0.51378], [2.97936, -1.98228, 1.11944], [2.80008, -3.23324, 2.53811], [2.31644, -4.06188, -0.52734], [2.63584, -5.12713, 0.95798], [4.99274, -6.16135, -1.37559], [4.45309, -4.73428, -2.41945], [6.27509, -4.95830, -1.88038], [5.67403, -4.45758, 2.41946], [5.36369, -6.13489, 1.53767], [6.81461, -5.09438, 1.09164], [7.17633, -2.75156, 1.66202], [8.12064, -0.28763, 1.76287], [6.98681, 1.74723, 0.26800], [4.93084, 1.11775, -1.37355], [4.03356, -1.33542, -1.46882], [-6.93629, -1.57716, -2.11526], [-6.64939, -2.76910, -2.83847], [-6.58864, -3.91350, -1.99033], [-7.86570, -4.74164, -2.08605], [-8.98318, -4.03854, -1.54435], [-9.80634, -3.47427, -2.55343], [-7.18588, -0.79337, -2.83400], [-7.78198, -1.70725, -1.43634], [-6.05355, -1.26744, -1.54921], [-6.38562, -3.62220, -0.95477], [-5.74908, -4.52261, -2.33852], [-7.74072, -5.64992, -1.48739], [-8.05998, -5.04506, -3.12079], [-10.38505, -4.26379, -3.04486], [-9.22157, -2.92648, -3.29787], [-10.49928, -2.77835, -2.07724], [-4.38493, 3.61171, 4.23973], [-3.65071, 3.07886, 5.33337], [-2.73129, 4.02317, 5.87867], [-3.26881, 4.63571, 7.16753], [-4.41116, 5.45399, 6.91722], [-5.62684, 4.79984, 7.24936], [-5.20879, 2.93096, 4.01865], [-4.79926, 4.59628, 4.46939], [-3.73908, 3.67946, 3.35917], [-2.48661, 4.79937, 5.14606], [-1.81196, 3.47581, 6.10702], [-2.49874, 5.28661, 7.59464], [-3.49911, 3.85892, 7.90476], [-5.74122, 4.75962, 8.33776], [-5.67235, 3.78871, 6.83519], [-6.45093, 5.38181, 6.83296], [8.06906, 0.24246, -3.15933], [8.30483, 1.55497, -2.66514], [9.61536, 1.70216, -2.12427], [10.53785, 2.42807, -3.09778], [10.79077, 1.63951, -4.25924], [10.02014, 2.05972, -5.37578], [7.15020, 0.25907, -3.74789], [8.88462, -0.10395, -3.79839], [7.93712, -0.44878, -2.32174], [10.03188, 0.73060, -1.83842], [9.51827, 2.30595, -1.21679], [11.50367, 2.59368, -2.60902], [10.12772, 3.40618, -3.37173], [10.42389, 2.99655, -5.77377], [8.96574, 2.19175, -5.11730], [10.09360, 1.29200, -6.14789], [-3.62366, 1.26145, -4.20219], [-3.24204, 2.37643, -3.40716], [-3.64876, 3.61792, -3.97936], [-4.89086, 4.16577, -3.28484], [-6.03024, 3.34507, -3.53492], [-6.33545, 2.49692, -2.43645], [-3.48273, 0.35618, -3.60922], [-4.67126, 1.31846, -4.50578], [-2.98512, 1.20395, -5.08917], [-3.81347, 3.51740, -5.05749], [-2.82404, 4.32139, -3.82979], [-5.11587, 5.15572, -3.69571], [-4.71963, 4.27937, -2.20896], [-6.78176, 3.08409, -1.62727], [-5.44957, 1.97235, -2.06778], [-7.06225, 1.75491, -2.77091]],
  "lowdin_charge": [-0.1431, -0.2716, -0.4930, 0.7118, -0.3991, -0.2348, -0.0174, -0.0339, -0.8898, 0.0439, -0.1391, -0.0489, -0.0762, -0.4850, 0.7063, -0.3162, -0.0033, 0.0447, -0.1587, -0.2659, 0.5629, -0.2178, -0.2266, -0.2223, -0.0729, -0.0784, -0.0853, -0.0690, -0.0747, 0.0692, 0.0374, 0.0740, 0.0993, 0.1093, 0.1108, 0.1085, 0.1065, 0.0443, 0.0546, 0.0844, 0.1070, 0.0636, 0.0577, 0.0620, 0.1286, 0.0671, 0.0916, 0.0433, 0.0348, 0.0459, 0.0366, 0.0398, 0.0327, 0.0746, 0.0779, 0.0854, 0.0949, 0.0505, -0.1083, -0.1951, -0.1964, -0.1998, -0.1934, -0.1199, 0.0734, 0.0857, 0.0627, 0.1158, 0.1246, 0.1210, 0.1210, 0.0827, 0.0832, 0.0862, -0.1105, -0.2083, -0.2102, -0.1994, -0.1973, -0.1172, 0.0908, 0.0803, 0.0827, 0.1275, 0.1131, 0.1204, 0.1239, 0.0840, 0.0848, 0.0862, -0.1114, -0.2064, -0.2035, -0.2004, -0.1951, -0.1141, 0.0910, 0.0822, 0.0776, 0.1274, 0.1193, 0.1212, 0.1241, 0.0854, 0.0842, 0.0878, -0.1008, -0.1997, -0.2007, -0.2011, -0.1962, -0.1043, 0.0889, 0.0833, 0.0860, 0.1226, 0.1216, 0.1198, 0.1255, 0.0883, 0.0857, 0.0784],
  "total_charge": -1,
  "gap_ev": 7.19,
  "energy_ev": -159098.978
}



Record 2
{
  "formula": "C20H24AlCl4F4NO4PS",
  "method": "wB97M-V/def2-TZVPD",
  "symbols": ["C", "C", "O", "Al", "C", "C", "O", "N", "C", "C", "C", "F", "F", "C", "F", "F", "P", "O", "O", "S", "H", "H", "H", "H", "H", "H", "H", "H", "H", "H", "H", "H", "H", "H", "H", "H", "Cl", "C", "C", "Cl", "C", "C", "C", "C", "H", "H", "H", "H", "Cl", "C", "C", "Cl", "C", "C", "C", "C", "H", "H", "H", "H"],
  "positions_angstrom": [[-1.64991, 3.92684, 4.55019], [-0.52855, 4.00340, 3.51966], [-1.01062, 4.28782, 2.23340], [-1.48485, 2.92125, 1.19066], [-0.08499, 2.79189, -0.29550], [-0.64456, 2.01609, -1.42480], [-1.19080, 2.53617, -2.38244], [-0.47831, 0.59944, -1.30094], [0.78047, 0.15213, -1.87803], [-1.62916, -0.15198, -1.79132], [-3.25431, 3.42397, 0.27083], [-3.78550, 2.36247, -0.46025], [-3.00781, 4.40994, -0.65763], [-4.40507, 3.88469, 1.16856], [-5.20026, 4.77736, 0.47808], [-3.97402, 4.54845, 2.27335], [-1.71559, 0.81148, 2.28971], [-1.18432, 0.74641, 3.86131], [-0.91839, -0.42203, 1.55391], [-3.59796, 0.31234, 2.31552], [-1.22392, 3.60233, 5.50381], [-2.35082, 3.14268, 4.26357], [-2.15641, 4.88046, 4.65617], [0.13500, 3.12929, 3.57650], [0.08875, 4.86442, 3.81832], [0.84166, 2.35169, 0.07641], [0.05272, 3.81706, -0.63668], [1.06074, -0.78178, -1.38280], [0.72561, 0.01052, -2.96412], [1.56426, 0.86901, -1.61655], [-1.78149, -0.03384, -2.86976], [-1.49781, -1.19226, -1.49225], [-2.50973, 0.22529, -1.27105], [-5.05745, 3.07025, 1.47608], [-0.22684, 0.63143, 3.83889], [0.03462, -0.33967, 1.67275], [3.67288, 1.12071, -1.83299], [5.06179, 0.10572, -1.98460], [5.15052, -0.85194, -2.98542], [3.88388, -1.06953, -4.13977], [6.27599, -1.65920, -3.07307], [7.31168, -1.51074, -2.16689], [7.22568, -0.55025, -1.16810], [6.10313, 0.25452, -1.07827], [6.34058, -2.40547, -3.85236], [8.18549, -2.14416, -2.23957], [8.03332, -0.42869, -0.45888], [6.03290, 1.00214, -0.30081], [-0.14289, -3.60000, -2.01726], [-1.10504, -4.77802, -1.19961], [-2.26426, -4.42782, -0.51835], [-2.83577, -2.80157, -0.44491], [-2.99932, -5.41248, 0.13060], [-2.58521, -6.73282, 0.09874], [-1.42960, -7.08012, -0.58676], [-0.69274, -6.10329, -1.23312], [-3.89954, -5.14036, 0.66315], [-3.16422, -7.49101, 0.60898], [-1.10238, -8.11090, -0.61726], [0.20877, -6.36972, -1.76701]],
  "nbo_charge": [-0.6234, -0.0414, -0.9641, 1.4938, -1.0598, 0.7058, -0.6094, -0.5267, -0.3973, -0.4281, 0.1925, -0.3737, -0.3497, 0.5044, -0.3600, -0.3369, 1.1856, -0.9858, -0.9800, -0.6634, 0.1891, 0.2170, 0.2058, 0.1281, 0.1483, 0.2176, 0.2436, 0.1857, 0.1729, 0.1933, 0.1760, 0.2039, 0.2217, 0.1513, 0.4704, 0.4778, 0.0545, -0.0688, -0.0558, 0.0333, -0.2200, -0.2094, -0.2065, -0.2138, 0.2283, 0.2158, 0.2168, 0.2318, 0.0295, -0.0582, -0.0706, 0.0785, -0.2031, -0.2125, -0.2154, -0.2229, 0.2321, 0.2140, 0.2125, 0.2251],
  "total_charge": -1,
  "gap_ev": 7.23,
  "energy_ev": -118495.993
}



Record 3
{
  "formula": "CH5NOTa",
  "method": "wB97M-V/def2-TZVPD",
  "symbols": ["O", "C", "N", "Ta", "H", "H", "H", "H", "H"],
  "positions_angstrom": [[-2.93461, 0.62854, 0.62651], [-1.80291, 0.22671, 1.26907], [-0.51098, -0.24673, 1.51268], [0.71793, -0.12160, -0.32048], [1.80909, 1.09735, 0.58522], [-0.31855, 1.32980, -0.92239], [-0.45981, -1.28016, -1.20801], [1.69375, -1.58179, 0.31341], [1.80608, -0.05212, -1.85600]],
  "nbo_charge": [-0.5890, 0.7781, -0.9080, 2.0573, -0.4889, -0.4767, -0.4833, -0.4946, -0.3949],
  "total_charge": -1,
  "gap_ev": 8.05,
  "energy_ev": -6201.151
}



Respective strongest force on any atom values: 4.76 1.55 9.93 eV/A.